No. 1
Molecular formula: C26H31N5O7S
Method: DFT, ωB97M-V/def2-TZVPD

Its HOMO energy is -8.22 eV. For the maximum force, the calculation gives 0.9 eV Å⁻¹. Its LUMO energy is 0.001 Eh.

Atoms and positions in Å:
C: 5.53256 3.79625 0.46680
H: 5.71161 4.77780 0.90606
O: 4.13365 3.62044 0.53053
C: 3.53595 2.47713 0.11134
C: 2.14177 2.51996 0.19402
C: 1.36112 1.43901 -0.16141
C: 1.97621 0.28557 -0.62968
C: 3.35706 0.21718 -0.72419
C: 4.15987 1.31620 -0.35934
O: 5.53725 1.23094 -0.41521
C: 6.10136 1.00375 -1.69298
H: 5.76028 1.75626 -2.41279
H: 7.17798 1.09298 -1.55597
H: 5.86146 0.00910 -2.07197
O: 4.02424 -0.89493 -1.14795
C: 3.28147 -2.02857 -1.52624
H: 4.01842 -2.76768 -1.83758
H: 2.61119 -1.81042 -2.36345
H: 2.70390 -2.42773 -0.68616
H: 1.37863 -0.56253 -0.91419
C: -0.14396 1.53686 -0.03341
N: -0.61079 1.27814 1.32420
C: -1.93393 1.12627 1.62436
O: -2.27408 0.63297 2.69938
C: -2.95815 1.54849 0.67841
C: -4.29077 1.13150 0.78994
N: -4.76394 0.19016 1.62417
H: -5.77177 0.10002 1.65434
H: -4.19521 -0.02207 2.43164
C: -5.09032 1.80284 -0.18455
N: -4.44428 2.67051 -0.93665
S: -2.87466 2.73395 -0.59001
C: -6.54663 1.60549 -0.31643
O: -7.17650 0.85180 0.40969
N: -7.10986 2.33564 -1.29763
H: -6.53192 2.94452 -1.85107
H: -8.10092 2.28002 -1.45786
C: 0.33768 0.99692 2.39231
C: 0.95174 -0.36093 2.29085
C: 0.38777 -1.60498 2.24447
C: 1.46136 -2.51970 2.10522
C: 2.59230 -1.76358 2.08607
O: 2.29249 -0.46024 2.19917
H: 3.62930 -2.02254 2.00626
H: 1.39426 -3.58671 2.03923
H: -0.65316 -1.83890 2.34985
H: -0.23292 1.07105 3.32398
H: 1.13296 1.74417 2.38435
H: -0.42196 2.55894 -0.32667
C: -0.79427 0.58004 -1.05403
O: -1.00514 0.92337 -2.19766
N: -1.05617 -0.64611 -0.57258
H: -0.83237 -0.85950 0.38988
C: -1.67912 -1.69733 -1.34458
H: -1.83765 -1.27534 -2.33986
C: -0.78318 -2.95378 -1.38857
C: -1.70332 -4.12445 -1.04476
H: -2.22227 -4.46897 -1.93999
C: -2.70564 -3.50863 -0.07379
H: -2.24184 -3.37529 0.90477
H: -3.59959 -4.11639 0.05163
C: -3.00868 -2.15344 -0.70954
H: -3.76418 -2.26924 -1.48621
H: -3.37683 -1.42532 0.01132
H: -1.15930 -4.96502 -0.61673
H: -0.00574 -2.86411 -0.62653
H: -0.29731 -3.07607 -2.35497
H: 1.69708 3.43780 0.54575
H: 6.06271 3.03295 1.03820
H: 5.89275 3.79351 -0.56497

=====

No. 2
Molecular formula: C5H20N2O4
Method: DFT, ωB97M-V/def2-TZVPD

Its HOMO energy is -9.12 eV. For the maximum force, the calculation gives 1.8 eV Å⁻¹. Its LUMO energy is 0.013 Eh. As for the structure (SMILES): C=CCCNCN.O.O.O.O.

Atoms and positions in Å:
C: 2.63045 -2.26903 -0.34461
C: 2.54219 -1.22822 0.48563
C: 1.27026 -0.70265 1.06213
C: -0.02423 -0.90323 0.26075
N: -0.05994 -0.04434 -0.89746
C: -0.71420 -0.45517 -2.09891
N: -2.19844 -0.14189 -2.09585
H: 3.56610 -2.68374 -0.64210
H: 1.79305 -2.67101 -0.87664
H: 3.42395 -0.62280 0.58245
H: 1.40086 0.32219 1.43503
H: 1.08923 -1.24623 2.02546
H: -0.93386 -0.81162 0.85971
H: -0.09743 -1.93885 -0.22646
H: -0.25535 0.93893 -0.77443
H: -0.68404 -1.54096 -2.20334
H: -0.22304 0.01413 -2.95809
H: -2.74871 -0.86830 -2.52211
H: -2.35095 0.79715 -2.42868
O: -2.65134 -2.70997 0.11388
H: -2.56257 -1.92494 -0.44504
H: -1.74030 -2.99170 0.23456
O: -1.16945 3.23915 -0.07503
H: -1.95580 2.68813 -0.14991
H: -1.03058 3.51289 0.83350
O: -1.13287 0.95994 3.50673
H: -1.44717 0.13708 3.88843
H: -0.71995 0.81785 2.65172
O: 2.77444 3.09141 -0.24290
H: 2.46528 2.32255 -0.72928
H: 2.11590 3.79135 -0.20740

=====

No. 3
Molecular formula: C42H42ClN2O2Sb2V
Method: DFT, ωB97M-V/def2-TZVPD

Its HOMO energy (spin up / spin down) is -3.71 / -4.31 eV. Its net charge is -1. For the maximum force, the calculation gives 1.0 eV Å⁻¹. Its LUMO energy (spin up / spin down) is 0.089 / 0.089 Eh. As for the spin multiplicity: 4.

Atoms and positions in Å:
V: -1.29104 0.58403 2.27686
C: -0.77926 2.79795 -0.59045
C: 0.36722 2.92738 -1.59743
C: 1.32690 1.73670 -1.53678
Sb: 0.40794 -0.12517 -2.12145
C: 2.05455 -1.32079 -1.45499
C: 3.38327 -0.92922 -1.61788
C: 4.41453 -1.68183 -1.07150
C: 4.12747 -2.83413 -0.34872
C: 2.80949 -3.23418 -0.17925
C: 1.77900 -2.48076 -0.73099
C: 0.94318 -0.02984 -4.20751
C: 1.46950 1.09670 -4.83478
C: 1.68290 1.11606 -6.21077
C: 1.37019 0.00475 -6.98123
C: 0.83966 -1.12588 -6.37092
C: 0.62243 -1.13605 -4.99938
Sb: -2.89940 2.47245 -1.04453
C: -2.93992 1.84270 -3.14662
C: -2.04579 2.19890 -4.15925
C: -2.21444 1.76631 -5.47247
C: -3.30979 0.98799 -5.81376
C: -4.24445 0.66438 -4.83664
C: -4.05967 1.09042 -3.52824
C: -3.02549 0.41898 -0.33352
C: -2.77316 -0.67926 -1.14761
C: -2.90668 -1.98365 -0.67415
C: -3.29143 -2.21751 0.63185
C: -3.55250 -1.13227 1.46205
C: -3.42148 0.16840 0.98690
H: -0.86518 3.71661 -0.00954
H: -0.55497 1.99434 0.11938
H: 0.92167 3.84449 -1.38182
H: 0.00825 3.05054 -2.61669
H: 1.68444 1.57526 -0.51613
H: 2.20464 1.91236 -2.16105
H: 3.62192 -0.02794 -2.17306
H: 5.44247 -1.36242 -1.19790
H: 4.93006 -3.41052 0.09468
H: 2.58128 -4.11723 0.40474
H: 0.75022 -2.78406 -0.56480
H: 1.70968 1.98421 -4.25924
H: 2.09295 2.00249 -6.67992
H: 1.53613 0.01956 -8.05183
H: 0.58415 -1.99444 -6.96625
H: 0.19105 -2.02120 -4.54041
H: -1.19421 2.82814 -3.94719
H: -1.47758 2.03265 -6.22267
H: -3.43930 0.64139 -6.83227
H: -5.11565 0.07194 -5.09308
H: -4.79966 0.81517 -2.78273
H: -2.45791 -0.53474 -2.17071
H: -2.70110 -2.81526 -1.33850
H: -3.37707 -3.22920 1.01016
H: -3.84355 -1.29267 2.49332
H: -3.72086 0.98430 1.63673
N: 0.26357 2.03055 2.89598
N: -0.33325 3.29047 3.12531
C: -1.49642 3.59452 2.36667
O: -1.71329 4.78638 2.15638
O: -2.19121 2.58217 1.99892
H: 0.65458 1.67689 3.76482
H: 1.00827 2.09551 2.20936
H: 0.30429 4.06982 3.16095
Cl: -1.64556 -2.46316 4.51317
C: -0.60775 -1.25156 5.24138
C: 0.50336 -1.70563 5.92488
C: 1.34112 -0.80846 6.57599
C: 1.01650 0.53955 6.55220
C: -0.11138 0.98455 5.87394
C: -0.95668 0.11781 5.15259
C: -2.05535 0.60702 4.32682
H: 0.71575 -2.76786 5.94250
H: 2.22150 -1.16403 7.09671
H: 1.64442 1.25505 7.07242
H: -0.36474 2.04061 5.87659
H: -2.34453 1.62703 4.58031
H: -2.92541 -0.05334 4.35714
C: -0.02156 -0.89035 1.36257
C: 1.18801 -1.47550 1.97453
C: 2.32534 -0.69622 2.24232
C: 3.45317 -1.21611 2.86036
C: 3.49559 -2.55070 3.24745
C: 2.38716 -3.34776 2.98373
C: 1.26598 -2.82426 2.35400
H: -0.67270 -1.66068 0.93913
H: 0.28205 -0.22627 0.52043
H: 2.32370 0.34943 1.94731
H: 4.30621 -0.57232 3.04731
H: 4.37218 -2.95918 3.73464
H: 2.39611 -4.39473 3.26816
H: 0.41536 -3.46656 2.15295

=====

No. 4
Molecular formula: C4H3NO3
Method: DFT, ωB97M-V/def2-TZVPD

Its HOMO energy is -9.80 eV. For the maximum force, the calculation gives 2.3 eV Å⁻¹. Its LUMO energy is -0.060 Eh. As for the structure (SMILES): O=C1CNC(=O)C1=O.

Atoms and positions in Å:
O: -1.92519 -0.71129 1.30182
C: -0.99215 -0.35602 0.62475
C: 0.14431 0.58628 1.01644
N: 0.97232 0.55879 -0.16765
C: 0.58384 -0.17799 -1.21982
O: 1.18631 -0.34344 -2.26113
C: -0.72579 -0.84083 -0.77800
O: -1.35788 -1.66761 -1.40248
H: -0.28151 1.57404 1.20370
H: 0.63197 0.19938 1.94174
H: 1.76377 1.17869 -0.25937

=====

No. 5
Molecular formula: C6H9BO2S
Method: DFT, ωB97M-V/def2-TZVPD

Its HOMO energy is -8.19 eV. For the maximum force, the calculation gives 9.3 eV Å⁻¹. Its LUMO energy is 0.016 Eh.

Atoms and positions in Å:
B: -0.10151 0.20059 0.02964
C: 4.04005 -1.12444 -0.72318
C: 2.64141 -0.92421 -0.88511
C: 4.50676 -0.17969 0.11637
C: 2.12772 -0.07542 0.00366
C: -2.03590 -1.23170 0.84900
C: -1.81388 1.88912 -0.53762
O: -0.73147 -0.69839 0.56664
O: -0.45416 1.55283 -0.36808
S: 3.30229 0.83015 0.79632
H: 4.63134 -1.67571 -1.48753
H: 1.94244 -1.63910 -1.51158
H: 5.50590 0.08401 0.31283
H: -2.40378 -0.87049 1.73799
H: -2.05461 -2.28613 0.83578
H: -2.71395 -0.92607 0.10499
H: -1.66224 2.92941 -0.90797
H: -2.39154 1.95728 0.40819
H: -2.39998 1.41260 -1.28953

=====

No. 6
Molecular formula: C23H41N3O30S7
Method: DFT, ωB97M-V/def2-TZVPD

Its HOMO energy is -7.71 eV. For the maximum force, the calculation gives 15.8 eV Å⁻¹. Its LUMO energy is -0.048 Eh.

Atoms and positions in Å:
C: 0.18190 0.61348 -0.58469
N: -0.18405 -0.07858 0.73892
O: -1.36933 -0.12669 1.03362
O: 0.72159 -0.38486 1.47315
H: -0.56493 1.25513 -1.05229
H: 0.43255 -0.15954 -1.31113
H: 1.02097 1.22140 -0.24636
C: -2.40848 0.40811 -2.15785
C: -1.75384 1.71038 -2.40206
O: -1.92281 2.10014 -3.74467
S: -2.00525 0.78683 -4.70991
O: -0.72399 0.35704 -5.15920
O: -3.08212 0.86075 -5.71475
O: -2.53472 -0.22203 -3.48120
H: -3.40336 0.47137 -1.71704
H: -1.87013 -0.32530 -1.55753
H: -0.67487 1.67416 -2.25172
H: -2.07629 2.49016 -1.71208
C: 2.62062 -3.23009 2.41379
C: 3.84937 -2.67303 1.68166
O: 3.22304 -2.12294 0.53398
S: 1.83204 -2.90325 0.01780
O: 2.15673 -3.79165 -1.15665
O: 0.66375 -1.99950 -0.08508
O: 1.79670 -3.76798 1.44072
H: 2.06334 -2.41606 2.87737
H: 2.79444 -4.08136 3.07200
H: 4.45557 -3.51011 1.33536
H: 4.42872 -1.98873 2.30149
C: 3.38724 -0.00609 -1.97153
C: 2.61401 -1.10481 -1.31790
O: 1.54879 -1.44347 -2.19757
S: 1.20897 -0.18923 -3.22445
O: -0.04652 0.42267 -2.83779
O: 1.43920 -0.63504 -4.58886
O: 2.43655 0.72511 -2.67908
H: 4.05578 -0.45222 -2.70782
H: 4.00910 0.62459 -1.33621
H: 2.22714 -0.75384 -0.36121
H: 3.16552 -2.03253 -1.16536
C: -3.73172 0.07386 2.24156
C: -3.44093 -0.21404 0.74859
O: -3.97179 -1.52530 0.53108
S: -5.23293 -1.78962 1.48908
O: -5.36346 -3.23660 1.82185
O: -6.34692 -1.01469 0.97305
O: -4.42924 -1.01794 2.72484
H: -4.20504 1.04371 2.39475
H: -2.92237 0.17382 2.96479
H: -2.41431 -0.18030 0.38387
H: -4.01482 0.46355 0.11643
C: -0.62601 -2.47200 -1.23863
C: -1.18464 -2.62418 0.18778
O: -2.43917 -2.00196 0.12378
S: -3.18849 -2.20251 -1.31824
O: -4.13288 -1.10097 -1.55729
O: -3.67648 -3.57957 -1.55690
O: -1.76369 -1.98795 -2.04302
H: -0.29825 -3.39502 -1.71685
H: 0.18199 -1.74665 -1.33406
H: -0.52256 -2.13001 0.89880
H: -1.26888 -3.68121 0.44017
C: 0.90645 -0.83440 3.77386
C: 0.15758 -1.85356 2.86124
O: 0.48655 -3.06534 3.37678
S: 0.61451 -3.01792 5.02046
O: 1.48196 -4.07538 5.58832
O: -0.69099 -2.86274 5.60679
O: 1.33888 -1.56319 4.87957
H: 0.22227 -0.01484 3.99368
H: 1.68560 -0.43837 3.12255
H: 0.59742 -1.67819 1.87946
H: -0.91980 -1.68913 2.84387
C: -2.17507 4.57008 -0.07686
C: -3.46653 4.13217 0.68196
O: -2.99699 3.05089 1.43861
S: -1.90244 2.09578 0.58598
O: -2.72137 1.26154 -0.31672
O: -0.89786 1.56831 1.49864
O: -1.42208 3.40596 -0.26196
H: -1.68519 5.24854 0.62157
H: -2.31535 5.03336 -1.05348
H: -4.13421 3.78485 -0.10650
H: -3.86892 4.91098 1.32976
N: 5.12557 0.29962 0.74886
C: 3.80924 0.10311 1.02165
C: 3.11700 1.26407 0.79027
C: 4.10954 2.24795 0.40852
C: 5.33655 1.59587 0.36238
H: 5.88379 -0.36663 0.78512
H: 3.47532 -0.86461 1.36576
H: 2.04189 1.36650 0.78259
H: 3.93173 3.29180 0.19601
H: 6.36128 1.92401 0.26935
N: 0.81435 2.82253 -2.84687
C: 1.99341 2.72932 -2.22726
C: 1.81127 2.97649 -0.79782
C: 0.52073 3.37316 -0.64294
C: -0.11378 3.17694 -1.86602
H: 0.55025 2.63110 -3.80275
H: 2.82562 2.36222 -2.80957
H: 2.45767 2.82311 0.05368
H: 0.07055 3.69356 0.28500
H: -1.13700 3.40386 -2.12658

=====

No. 7
Molecular formula: C46H53Cl3N7OP2SSi3Y
Method: DFT, ωB97M-V/def2-TZVPD

Its HOMO energy is -7.17 eV. For the maximum force, the calculation gives 4.0 eV Å⁻¹. Its LUMO energy is -0.003 Eh.

Atoms and positions in Å:
Y: 0.17810 0.80148 -0.22379
C: 0.40503 -2.05671 -4.87618
Si: 1.06693 -0.72160 -3.71739
C: 2.83697 -1.07880 -3.22223
C: 1.04026 0.95279 -4.61850
N: 0.23297 -0.50819 -2.18143
P: -1.16559 -1.28722 -1.71010
C: -1.54881 -0.94893 -0.13749
P: -0.66949 -1.59441 1.19859
N: 0.86359 -1.06803 1.05767
Si: 2.31400 -1.74567 1.65859
C: 3.65574 -0.52855 1.81004
C: 2.06432 -2.53405 3.33141
C: 3.05886 -2.85238 0.46813
C: -0.90939 -3.39551 1.37610
C: -2.28714 -3.79318 1.28628
C: -2.58246 -5.15361 1.19645
C: -1.52837 -6.09095 1.30245
C: -0.23012 -5.73630 1.41946
C: 0.05557 -4.39259 1.47296
C: -1.38431 -1.00918 2.72644
C: -1.00518 -1.56954 3.95841
C: -1.51590 -1.07940 5.15073
C: -2.19858 0.13278 5.08437
C: -2.61138 0.69936 3.87957
C: -2.14169 0.13613 2.66268
C: -0.83554 -3.08261 -1.97930
C: 0.49516 -3.55815 -1.66299
C: 0.79206 -4.86199 -1.77809
C: -0.10748 -5.75913 -2.35016
C: -1.30392 -5.31288 -2.75775
C: -1.68380 -3.93431 -2.58650
C: -2.62246 -0.72014 -2.63892
C: -2.57212 -0.48804 -3.99997
C: -3.68498 0.01236 -4.62999
C: -4.94918 0.15326 -3.94962
C: -4.99486 -0.28100 -2.63077
C: -3.83442 -0.68639 -1.97514
H: -0.65194 -2.01936 -5.11378
H: 0.79305 -1.91381 -5.88303
H: 0.63289 -3.07397 -4.61334
H: 3.59005 -0.52239 -3.80656
H: 2.97311 -0.97195 -2.10370
H: 2.98308 -2.15544 -3.39836
H: 1.68058 1.02735 -5.47427
H: 0.07939 1.35261 -4.88889
H: 1.46731 1.62298 -3.85071
H: 4.48841 -1.00765 2.29776
H: 4.06641 -0.19374 0.84434
H: 3.54920 0.33559 2.51324
H: 1.25715 -3.20572 3.58610
H: 3.01648 -3.08358 3.47376
H: 2.11284 -1.66604 3.97552
H: 4.08280 -3.11850 0.83949
H: 2.54106 -3.72239 0.04253
H: 3.34015 -2.28412 -0.44095
H: -2.99826 -3.00758 1.02232
H: -3.55056 -5.63505 0.99847
H: -1.84544 -7.15570 1.18788
H: 0.56604 -6.46160 1.38518
H: 1.09247 -4.12318 1.59231
H: -0.42092 -2.47730 3.93249
H: -1.17715 -1.50732 6.09648
H: -2.43461 0.57959 6.06063
H: -3.27388 1.50522 3.84438
H: -2.40409 0.60135 1.65069
H: 1.28830 -2.91337 -1.24055
H: 1.75482 -5.23016 -1.41587
H: 0.06629 -6.80185 -2.38826
H: -2.00696 -6.16221 -3.08214
H: -2.62327 -3.57272 -3.00621
H: -1.58755 -0.36620 -4.55530
H: -3.63481 0.27704 -5.68976
H: -5.85417 0.46847 -4.44738
H: -5.94530 -0.30333 -2.06132
H: -3.82813 -0.93849 -0.92451
C: 4.49994 3.59537 0.87978
N: 3.34583 4.11563 0.20239
C: 2.76662 5.39043 0.42216
C: 1.73895 5.47006 -0.40132
N: 1.61809 4.22570 -1.04798
C: 2.64329 3.43073 -0.68343
S: 2.83944 1.84922 -1.16484
C: 0.62530 3.97938 -2.11064
C: 0.41971 4.93735 -3.02494
C: -0.74252 4.85467 -3.84954
C: -1.48703 3.68206 -3.70406
C: -1.01660 2.72200 -2.83919
N: 0.05026 2.81752 -2.01206
H: 5.20784 4.42468 1.11140
H: 5.10054 3.00430 0.21779
H: 4.18973 3.01183 1.73522
H: 3.11374 5.94012 1.29375
H: 1.03063 6.23112 -0.56293
H: 0.99369 5.86211 -3.08701
H: -1.12100 5.61620 -4.49013
H: -2.36262 3.59109 -4.36804
H: -1.50869 1.78154 -2.74542
Cl: -1.82183 5.22838 -0.32194
Si: -2.52606 3.24056 0.45721
Cl: -4.46452 2.88205 -0.38959
Cl: -2.95288 3.99189 2.45982
N: -0.55086 4.16181 6.34557
C: 0.67452 4.01149 5.73594
O: 1.70048 4.47179 6.22010
C: 0.61202 3.30263 4.41108
C: 0.85051 1.90750 4.36053
C: 0.83074 1.29487 3.14452
N: 0.66398 1.94540 1.96843
C: 0.41027 3.26727 2.03533
C: 0.35765 3.98619 3.26469
H: -0.46254 4.41174 7.36066
H: -1.37930 3.63486 6.05213
H: 1.02196 1.39695 5.29451
H: 0.94673 0.20906 3.07567
H: 0.19069 3.89482 1.16433
H: 0.07604 4.99341 3.21734

=====

no.,M (g/mol)
1,557.6
2,172.2
3,936.7
4,113.1
5,156.0
6,1064.0
7,1093.5